C6H28NO7S | ωB97M-V/def2-TZVPD

Calculated values
**F_max**: 0.07394 Eh/bohr
**Multiplicity**: 1
**Total charge**: -1
**Total energy**: -1224.9940 a.u.
**LUMO level**: 3.068 eV
**ΔE to the lowest compared entry with this formula, charge and spin**: 47.3 kcal per mole

Geometry (Å):
C: -0.77262 -2.36724 1.34780
C: -1.20850 -1.12696 2.13063
S: -0.14015 -0.96887 3.62953
C: -1.53941 -2.57744 0.00307
N: -0.78092 -2.38257 -1.23753
C: -0.47684 -0.95312 -1.67142
C: -1.45278 -0.62453 -2.83008
C: -2.08787 0.75203 -2.57494
H: 0.29873 -2.41682 1.13696
H: -0.99377 -3.29974 1.98914
H: -1.10552 -0.26295 1.50609
H: -2.20012 -1.48305 2.46221
H: -2.38739 -1.91672 0.06194
H: -2.23617 -3.54962 -0.07457
H: -0.06927 -3.08264 -1.33679
H: -0.56729 -0.25394 -0.61433
H: 0.58077 -0.95431 -1.99336
H: -0.77344 -0.73987 -3.69361
H: -2.18247 -1.47681 -2.84242
H: -2.54874 1.12713 -3.42342
H: -3.00499 0.59569 -1.99823
H: -1.64673 1.46470 -1.91541
H: 1.70097 1.23021 2.42791
H: 2.29830 0.07708 1.53935
O: 2.32720 0.53736 2.42671
H: 0.97596 -1.41685 2.97338
H: 0.44726 3.03364 3.11609
O: 0.40017 2.33778 2.50811
H: 3.56684 -1.73637 0.98186
H: 2.33616 -1.81772 -0.00735
O: 3.09243 -2.36191 0.33179
H: -1.50646 2.46669 1.63548
H: -0.92052 2.54525 0.28815
O: -1.81194 2.82193 0.80434
H: 1.61958 1.38697 -0.20919
H: 3.20437 0.99862 -0.39614
O: 2.33365 0.60341 -0.12331
H: 1.42256 2.25721 -1.81413
H: 1.99953 2.28283 -3.33362
O: 2.08459 2.60162 -2.44380
H: 0.61581 2.54430 1.54097
H: 0.56815 3.50040 -0.33240
O: 0.54088 2.60522 0.02456

Atoms 1-3, force components in eV/Å:
-0.404 -2.482 0.056
0.661 -2.130 0.659
-0.076 -0.524 -0.676

***

C6H28NO8 | ωB97M-V/def2-TZVPD

Calculated values
**F_max**: 0.14036 Eh/bohr
**Multiplicity**: 1
**Total charge**: -1
**Total energy**: -902.0763 a.u.
**LUMO level**: 3.141 eV
**ΔE to the lowest compared entry with this formula, charge and spin**: 70.1 kcal per mole

Geometry (Å):
C: 0.24351 2.38207 2.24567
C: -0.12476 2.40571 0.77908
C: -0.58377 1.25740 2.81283
N: -0.44629 -0.07570 2.25059
C: 0.89589 -0.42739 1.87458
C: -0.98415 -1.07616 3.14205
C: -1.74804 -2.23298 2.19055
O: -0.77871 -3.24041 1.93939
H: 1.22266 2.44208 2.46379
H: -0.36919 3.25975 2.61375
H: 0.70285 2.93711 0.18089
H: -0.04873 1.34835 0.40837
H: -1.06339 2.84456 0.41066
H: -1.70611 1.45729 2.75111
H: -0.18709 1.17821 3.90468
H: 1.40680 0.21486 1.16922
H: 0.83526 -1.40940 1.31109
H: 1.61853 -0.47643 2.75234
H: -1.79507 -0.57419 3.68215
H: -0.43406 -1.65950 3.92296
H: -2.15860 -1.75936 1.30063
H: -2.49680 -2.66780 2.78589
H: 2.30303 0.47535 -1.78396
H: 2.49222 1.85489 -0.86230
O: 2.44490 1.51348 -1.73828
H: 2.41657 -2.99524 0.07686
H: -0.19557 -2.88905 1.22615
O: 1.49419 -2.87476 -0.12021
H: -0.01150 -1.10202 -4.19250
H: 0.78307 -1.16410 -2.79930
O: -0.15994 -1.40361 -3.30291
H: 0.38573 3.59295 -2.47994
H: 1.87339 3.13947 -2.20707
O: 1.34286 3.89072 -2.47237
H: -1.88070 -0.04938 -0.87502
H: -1.38530 -1.15829 -1.88961
O: -2.16238 -0.79187 -1.41275
H: 2.57084 -1.22583 -2.59843
H: 1.55448 -2.31829 -0.92761
O: 1.88974 -0.93493 -2.04616
H: -1.28705 1.16890 -3.36546
H: -2.72052 0.81175 -2.82020
O: -2.16504 1.54322 -3.23054

Atoms 1-3, force components in eV/Å:
-6.943 1.253 -1.523
2.836 -0.377 -3.007
0.279 -0.911 2.975

***

C6H28NO8 | ωB97M-V/def2-TZVPD

Calculated values
**F_max**: 0.07544 Eh/bohr
**Multiplicity**: 2
**Total charge**: 0
**Total energy**: -901.9002 a.u.
**LUMO level (spin up / spin down)**: 0.088 / -3.941 eV
**ΔE to the lowest compared entry with this formula, charge and spin**: 59.5 kcal per mole

Geometry (Å):
C: 1.22072 -0.83352 1.53221
C: 2.58877 -0.19864 1.66709
C: 0.11220 -0.24844 2.48880
N: -1.08241 0.05687 1.73993
C: -2.02569 -0.98664 1.56091
C: -1.55436 1.40711 1.83393
C: -2.19514 1.81382 0.48676
O: -3.45152 1.20182 0.36763
H: 0.82949 -0.79061 0.49826
H: 1.12558 -1.94222 1.70394
H: 2.49297 0.54136 2.47373
H: 3.34185 -0.94460 1.94352
H: 2.94561 0.41521 0.85194
H: 0.52412 0.62862 3.01797
H: -0.00875 -0.98843 3.28303
H: -1.80498 -1.95262 2.01156
H: -2.13494 -1.07028 0.44760
H: -3.07490 -0.82860 1.83107
H: -0.80595 2.07003 2.25799
H: -2.39320 1.63569 2.52040
H: -1.52402 1.64162 -0.36219
H: -2.52123 2.84990 0.44046
H: 0.01160 -2.00971 -0.54266
H: 0.87359 -2.38758 -1.72342
O: 0.51095 -2.75154 -0.90573
H: -2.99119 -0.55999 -2.54703
H: -3.43812 0.59499 -0.39193
O: -2.69333 -0.55942 -1.63365
H: 2.26541 1.01696 -3.06277
H: 0.73047 0.49022 -2.89895
O: 1.37486 1.10748 -3.42014
H: 3.13482 -2.12548 -0.39257
H: 1.99361 -2.76403 0.31240
O: 2.96634 -2.84081 0.22619
H: -0.62798 2.18445 -2.17611
H: 0.71134 2.72340 -2.66668
O: 0.00022 2.90269 -2.02580
H: -0.37820 -1.27642 -2.53262
H: -1.70873 -0.19888 -1.78712
O: -0.26926 -0.37342 -2.22392
H: 2.14584 0.36511 -1.20305
H: 2.13232 1.79681 -1.76553
O: 2.65122 1.18772 -1.23545

Atoms 1-3, force components in eV/Å:
-1.600 -1.330 -0.825
0.202 0.210 1.441
1.936 0.167 -0.100

***

C6H29NO10 | ωB97M-V/def2-TZVPD

Calculated values
**F_max**: 0.12240 Eh/bohr
**Multiplicity**: 1
**Total charge**: 0
**Total energy**: -1053.0432 a.u.
**LUMO level**: 0.346 eV
**SMILES**: CN1CCC[C@H]1C=O.O.O.O.O.O.O.O.O.O
**ΔE to the lowest compared entry with this formula, charge and spin**: 112.5 kcal per mole

Geometry (Å):
C: 0.48176 -1.27068 1.67248
N: 0.09285 -0.10417 0.80648
C: -0.46802 1.17323 1.53094
C: 0.21577 2.32608 0.66065
C: 0.73155 1.64351 -0.69931
C: 1.11909 0.21768 -0.21039
C: 2.53034 0.31502 0.28401
O: 3.47039 -0.41898 0.03878
H: 1.05682 -1.09323 2.61186
H: 1.09819 -1.85715 1.01354
H: -0.40106 -1.75545 1.96781
H: 0.06266 1.28151 2.52216
H: -1.56970 1.09730 1.39193
H: 0.85802 2.78514 1.31487
H: -0.49069 3.14470 0.39316
H: 1.31649 2.19915 -1.39527
H: -0.09596 1.52146 -1.47105
H: 0.90269 -0.56716 -1.03542
H: 2.76277 1.15866 1.06008
H: -0.33211 -1.78770 -3.28923
H: 1.21655 -2.00901 -3.32458
O: 0.42767 -2.38076 -3.57406
H: 3.67457 1.17795 3.22756
H: 5.19297 1.51196 3.17088
O: 4.36123 1.81044 3.59845
H: -1.80390 -4.40002 -1.56305
H: -1.64186 -2.90103 -1.93120
O: -2.19869 -3.56781 -1.49047
H: -1.17645 -0.82861 -1.09630
H: -2.23719 -0.74176 -2.20721
O: -1.41763 -1.24120 -2.00138
H: -3.58792 -0.11895 0.29591
H: -4.20437 0.39540 1.58095
O: -3.64962 0.66789 0.72080
H: -5.07774 0.69067 -2.63554
H: -3.93267 0.52143 -1.59192
O: -4.42392 0.07481 -2.38802
H: 2.64454 -1.57293 -2.08473
H: 3.22923 -1.88628 -3.46993
O: 2.78294 -1.13118 -2.98033
H: -2.47203 -2.80979 -0.04308
H: -1.74170 -1.61021 0.53011
O: -2.63168 -1.97220 0.52899
H: 2.01877 3.79627 2.56163
H: 1.69894 4.70012 3.61685
O: 1.60812 3.81588 3.38159

Atoms 1-3, force components in eV/Å:
0.745 1.788 -0.566
0.069 0.640 1.493
2.372 -0.560 -2.156

***

C6H29NO11 | ωB97M-V/def2-TZVPD

Calculated values
**F_max**: 0.12851 Eh/bohr
**Multiplicity**: 1
**Total charge**: 0
**Total energy**: -1128.2827 a.u.
**LUMO level**: -0.048 eV
**SMILES**: C=Cc1cc[nH]c1.O.O.O.O.O.O.O.O.O.O.O
**ΔE to the lowest compared entry with this formula, charge and spin**: 68.4 kcal per mole

Geometry (Å):
C: -1.43429 -0.76165 -0.06487
C: -1.08390 0.20455 -0.96681
N: -0.93910 1.38013 -0.19898
C: -1.24002 1.15460 1.18822
C: -1.55108 -0.16491 1.22612
C: -1.77959 -0.87384 2.49451
C: -2.63991 -0.45557 3.36955
H: -1.38893 -1.80179 -0.36387
H: -1.10518 0.01487 -2.00489
H: -0.73156 2.24023 -0.54772
H: -1.40960 1.96862 1.77452
H: -1.15164 -1.78111 2.47521
H: -2.89267 -1.03574 4.22708
H: -3.10478 0.55916 3.23052
H: 2.42561 -1.76334 -1.08656
H: 1.78688 -0.28909 -1.44177
O: 2.39677 -1.06007 -1.74605
H: 1.71754 -4.64649 -0.33451
H: 0.87341 -3.36132 -0.46926
O: 1.69952 -3.79462 -0.09830
H: 1.56624 -0.13812 3.80343
H: 1.38119 1.21822 4.22540
O: 1.91715 0.69231 3.62317
H: -3.45094 -1.36101 -1.73871
H: -3.32247 -2.73624 -2.43720
O: -2.86854 -1.99626 -2.21004
H: 1.77216 2.22744 -1.44810
H: 1.21773 1.32238 -2.64640
O: 1.06168 1.66799 -1.66714
H: -0.50296 -2.88473 -3.80970
H: 1.00039 -2.49442 -4.08322
O: 0.40754 -3.20669 -3.83188
H: 2.64236 3.05744 0.94781
H: 1.23022 2.27116 1.12849
O: 1.71478 2.92858 0.50640
H: 1.98560 -1.13853 -3.17615
H: 2.97893 -1.55719 -4.03463
O: 2.10899 -1.23839 -4.19553
H: 0.48636 5.38127 0.15875
H: 0.88215 4.49362 1.12227
O: 0.42166 5.24273 1.04363
H: -5.21860 -1.12570 0.74881
H: -3.71343 -0.77270 0.56024
O: -4.48492 -0.81737 0.06441
H: 2.94360 1.64112 2.80381
H: 3.94583 1.45884 1.73571
O: 3.44981 2.13166 2.14425

Atoms 1-3, force components in eV/Å:
0.972 -0.199 0.192
-0.555 1.302 3.435
-1.863 -3.252 1.465

***

C6H30AsF6N12O9 | ωB97M-V/def2-TZVPD

Calculated values
**F_max**: 0.02363 Eh/bohr
**Multiplicity**: 1
**Total charge**: -1
**Total energy**: -4416.3363 a.u.
**LUMO level**: 1.602 eV

Geometry (Å):
As: 0.02885 6.94189 -15.39945
F: 1.66786 7.44932 -15.67131
F: 0.54798 5.99318 -14.03960
F: -1.61580 6.40067 -15.07298
F: -0.60824 7.90432 -16.68225
F: 0.31633 5.65090 -16.50746
F: -0.19556 8.27932 -14.31637
C: -4.04845 5.32127 -17.95262
O: -3.10426 5.21823 -18.71322
N: -5.29256 4.80604 -18.27176
N: -3.96627 5.87138 -16.71130
H: -5.46031 4.48126 -19.20295
H: -6.04399 4.97831 -17.63059
H: -4.75424 5.86326 -16.09213
H: -3.06615 6.11359 -16.32470
C: -3.68245 5.95651 -12.50934
O: -2.71191 5.64151 -11.84386
N: -4.89148 5.31341 -12.35144
N: -3.68477 6.98493 -13.41383
H: -5.00324 4.68262 -11.57932
H: -5.73089 5.57900 -12.83151
H: -4.51608 7.23396 -13.91487
H: -2.77824 7.12907 -13.83998
C: 1.11485 6.54398 -20.48313
O: 2.07961 7.07654 -21.01586
N: -0.02080 6.19638 -21.17635
N: 1.00041 6.36392 -19.12734
H: -0.88348 6.19292 -20.65925
H: -0.00322 6.28713 -22.17253
H: 0.49512 5.55469 -18.80322
H: 1.86008 6.58807 -18.65353
C: 4.74380 5.12515 -14.75553
O: 4.92168 6.15756 -14.13669
N: 5.60084 4.05214 -14.66102
N: 3.64590 4.89686 -15.53565
H: 5.44264 3.22861 -15.21087
H: 6.45804 4.13180 -14.15102
H: 3.02389 5.67098 -15.69659
H: 3.48344 4.06333 -16.06840
C: -0.75221 8.05112 -10.08397
O: -0.33313 8.99306 -9.43068
N: -1.40394 6.97222 -9.55714
N: -0.76769 8.03289 -11.45649
H: -1.74004 7.04446 -8.61542
H: -1.92456 6.41774 -10.22210
H: -1.19881 7.26246 -11.94102
H: -0.14810 8.58732 -12.01483
C: 2.37420 5.65254 -10.80617
O: 3.00004 5.60497 -9.75721
N: 1.59513 4.61412 -11.24590
N: 2.37089 6.73752 -11.63518
H: 1.56557 3.78457 -10.68875
H: 1.13490 4.69634 -12.13484
H: 2.68086 7.61191 -11.25777
H: 1.93378 6.68159 -12.53732
O: -0.68297 3.15969 -17.46817
H: -1.08369 2.40478 -17.03021
H: -0.98997 3.92649 -16.97267
O: 1.69660 10.41292 -14.75699
H: 1.05221 10.08620 -14.12463
H: 2.05021 9.61300 -15.15983
O: 0.60662 10.20486 -18.84410
H: -0.13505 10.38691 -19.42637
H: 0.23001 9.68395 -18.12517

Atoms 1-3, force components in eV/Å:
0.401 0.573 0.008
-0.033 0.118 -0.065
-0.005 -0.237 -0.157

***

C6H30O9 | ωB97M-V/def2-TZVPD

Calculated values
**F_max**: 0.07799 Eh/bohr
**Multiplicity**: 2
**Total charge**: +1
**Total energy**: -923.3788 a.u.
**LUMO level (spin up / spin down)**: -4.997 / -8.206 eV
**ΔE to the lowest compared entry with this formula, charge and spin**: 0.0 kcal per mole

Geometry (Å):
C: 2.09508 -2.73789 -0.57690
C: 1.52545 -1.34204 -0.30648
C: 0.19801 -1.39437 0.43616
C: 0.25204 -0.83099 1.84984
C: 0.89997 -1.64945 2.75389
C: -0.13220 0.55714 2.01034
H: 2.18285 -3.01467 -1.62440
H: 1.51071 -3.60552 -0.23363
H: 3.09249 -2.72390 -0.08239
H: 2.18857 -0.90356 0.43687
H: 1.41483 -0.70007 -1.21323
H: -0.62790 -0.93203 -0.11673
H: -0.08750 -2.47046 0.59703
H: 1.01508 -1.40158 3.79451
H: 1.66607 -2.35414 2.40896
H: -0.58397 1.10635 1.22237
H: -0.56667 0.73497 3.05229
H: 0.87332 0.97516 2.30826
H: -0.03773 2.35434 -0.44470
H: 0.66827 3.47855 0.39502
O: 0.80776 2.87575 -0.35512
H: 3.67323 -0.65663 1.73604
H: 4.17789 0.06939 0.50686
O: 4.42586 -0.65796 1.14862
H: -2.78207 -0.33449 1.59566
H: -2.88539 -0.69437 0.09092
O: -3.40281 -0.51345 0.89605
H: -3.56066 2.43597 0.52736
H: -3.40483 1.83415 1.94932
O: -2.97603 2.37050 1.28093
H: -0.43342 -3.49353 -2.73551
H: -0.32969 -2.74333 -1.38120
O: -0.93527 -3.02492 -2.05548
H: -1.69819 0.70808 -1.25659
H: -2.16684 1.77567 -0.12040
O: -1.45838 1.45168 -0.69801
H: -1.91618 -1.66453 -1.88104
H: -3.37956 -1.04998 -1.80370
O: -2.44597 -0.88118 -1.67999
H: 3.68453 2.02511 -0.75021
H: 2.36956 1.59076 -0.04087
O: 3.18733 1.27178 -0.43764
H: -0.16621 2.97900 -2.74333
H: -1.60403 2.69615 -2.31455
O: -1.09535 3.17322 -2.97528

Atoms 1-3, force components in eV/Å:
0.865 -0.448 0.087
0.056 -0.051 0.106
-2.487 -1.046 1.110

***

C6H30O9 | ωB97M-V/def2-TZVPD

Calculated values
**F_max**: 0.07133 Eh/bohr
**Multiplicity**: 2
**Total charge**: +1
**Total energy**: -923.3115 a.u.
**LUMO level (spin up / spin down)**: -3.080 / -10.120 eV
**ΔE to the lowest compared entry with this formula, charge and spin**: 42.2 kcal per mole

Geometry (Å):
O: 16.45031 8.37812 -3.74504
H: 15.62033 8.02418 -4.06456
H: 16.20918 8.90437 -2.98270
O: 17.39496 10.84219 -4.79706
H: 16.96632 9.99986 -4.64551
H: 16.73346 11.37134 -5.24275
O: 18.77032 7.76087 1.61895
H: 19.29530 7.15561 1.09523
H: 19.41257 8.32668 2.04745
O: 22.50326 11.65580 -4.01214
H: 22.77817 11.30818 -3.16371
H: 21.60613 11.34046 -4.12141
O: 21.20275 13.97964 -2.14543
H: 21.41461 13.39703 -2.87476
H: 21.62028 13.57435 -1.38541
O: 18.61764 14.69803 -2.18892
H: 19.53535 14.43156 -2.24414
H: 18.15587 14.08924 -2.76544
C: 14.66423 12.62116 -1.49435
C: 15.30878 11.23951 -2.01973
O: 15.07870 10.33807 -0.95451
H: 13.58415 12.71475 -1.38139
H: 14.99670 13.35097 -2.23256
H: 15.11718 13.06624 -0.60843
H: 16.39289 11.33802 -2.07543
H: 14.84789 10.85257 -2.92856
H: 14.12141 10.27693 -0.91632
C: 20.27350 10.66238 -0.87149
C: 19.19484 10.97704 -1.87999
O: 19.76354 11.50009 -3.03735
H: 20.04545 9.67501 -0.46997
H: 20.49611 11.42478 -0.12498
H: 21.24677 10.56784 -1.35303
H: 18.52351 11.68205 -1.38972
H: 18.68971 10.07916 -2.23600
H: 19.06562 11.54062 -3.69528
C: 22.42743 15.17636 2.52224
C: 21.75728 13.77589 2.41938
O: 22.66986 12.78376 2.92822
H: 22.56719 15.44247 3.56997
H: 21.91076 16.02960 2.08279
H: 23.42150 15.01457 2.10538
H: 21.41026 13.60733 1.39994
H: 20.87880 13.85850 3.05935
H: 22.48070 12.75647 3.86900

Atoms 1-3, force components in eV/Å:
0.408 0.409 -0.277
-0.261 -0.302 -0.132
-0.274 -0.030 0.586

***

Question: What is the multiplicity in the seventh record?
Answer: 2

***

Question: The highest total energy belongs to which entry?
Answer: number 3

***

Question: What is the multiplicity in the eighth record?
Answer: 2